The following is a DFT calculation (ωB97M-V/def2-TZVPD) of a 8-piece molecular cluster, C36H82BrO35P7S overall at a distorted geometry.

Each line ends with the Mulliken charge.
Cartesian coordinates (Å):
O (-3.244, 0.535, 8.172)  -0.514
C (-2.219, -0.133, 8.380)  0.264
O (-2.192, -1.012, 9.495)  -0.326
C (-0.927, -0.835, 10.234)  0.050
C (-1.144, -0.076, 11.619)  -0.600
C (0.187, 0.526, 12.280)  -0.575
C (1.545, 0.192, 11.506)  -0.710
C (1.906, 1.235, 10.337)  0.493
C (3.182, 1.154, 9.709)  -0.709
C (3.539, 2.167, 8.515)  0.089
O (4.378, 1.825, 7.659)  -0.562
C (2.850, 3.620, 8.477)  0.329
C (3.525, 4.881, 7.748)  -0.894
C (2.569, 5.316, 6.523)  -0.600
C (3.296, 5.402, 5.096)  -0.540
C (2.263, 4.763, 4.012)  -0.918
S (2.676, 2.980, 3.665)  1.089
O (1.899, 2.456, 2.474)  -0.526
O (2.407, 2.077, 4.830)  -0.571
O (4.304, 2.997, 3.209)  -0.524
C (1.595, 3.686, 9.145)  0.018
Br (0.567, 5.362, 9.297)  -0.098
C (0.948, 2.373, 9.813)  0.542
O (-0.300, 2.341, 9.832)  -0.522
H (-1.368, -0.040, 7.621)  0.349
H (-0.522, -1.887, 10.454)  0.305
H (-0.233, -0.282, 9.509)  -0.125
H (-1.693, -0.777, 12.336)  0.342
H (-1.853, 0.804, 11.426)  0.179
H (0.268, 0.138, 13.358)  0.383
H (0.043, 1.656, 12.371)  0.261
H (1.629, -0.899, 11.159)  0.342
H (2.392, 0.315, 12.279)  0.442
H (3.968, 0.398, 10.013)  0.399
H (3.603, 5.695, 8.548)  0.315
H (4.564, 4.650, 7.345)  0.349
H (2.144, 6.357, 6.747)  0.345
H (1.700, 4.586, 6.490)  0.465
H (4.325, 4.914, 5.061)  0.388
H (3.420, 6.508, 4.816)  0.350
H (1.187, 4.775, 4.415)  0.413
H (2.236, 5.367, 3.044)  0.405
H (4.714, 2.139, 3.468)  0.409
C (-3.997, -5.315, 9.802)  -0.565
O (-2.881, -6.138, 9.486)  -0.364
P (-1.620, -5.435, 8.800)  1.008
O (-0.938, -4.419, 9.626)  -0.555
O (-2.195, -4.879, 7.410)  -0.221
C (-2.929, -5.754, 6.564)  -0.769
O (-0.714, -6.679, 8.365)  -0.357
C (0.544, -6.378, 7.777)  -0.669
H (-4.380, -5.603, 10.782)  0.256
H (-3.731, -4.255, 9.821)  0.245
H (-4.779, -5.477, 9.057)  0.239
H (-3.959, -5.398, 6.502)  0.263
H (-2.929, -6.782, 6.930)  0.362
H (-2.486, -5.733, 5.566)  0.290
H (0.461, -5.542, 7.078)  0.307
H (0.888, -7.257, 7.231)  0.257
H (1.269, -6.136, 8.556)  0.268
C (1.811, 0.935, -0.303)  -0.854
O (1.304, 0.753, -1.622)  -0.255
P (1.530, 1.945, -2.666)  1.082
O (2.940, 2.237, -2.992)  -0.773
O (0.727, 3.175, -2.024)  -0.333
C (-0.621, 2.975, -1.614)  -0.575
O (0.619, 1.508, -3.909)  -0.168
C (0.659, 2.346, -5.057)  -0.751
H (2.264, 0.001, 0.032)  0.406
H (2.556, 1.731, -0.258)  0.389
H (0.982, 1.181, 0.362)  0.276
H (-0.676, 3.082, -0.529)  0.222
H (-0.999, 1.989, -1.892)  0.208
H (-1.248, 3.738, -2.078)  0.321
H (0.657, 3.401, -4.774)  0.297
H (-0.226, 2.145, -5.662)  0.169
H (1.550, 2.124, -5.647)  0.345
C (-6.286, -0.334, -0.276)  -0.700
O (-5.193, -1.185, -0.592)  -0.381
P (-3.906, -0.513, -1.262)  1.018
O (-3.199, 0.475, -0.418)  -0.679
O (-4.454, 0.071, -2.651)  -0.148
C (-5.207, -0.774, -3.513)  -0.654
O (-3.031, -1.777, -1.704)  -0.365
C (-1.762, -1.500, -2.283)  -0.581
H (-6.685, -0.620, 0.698)  0.262
H (-5.990, 0.717, -0.245)  0.333
H (-7.066, -0.466, -1.028)  0.252
H (-6.225, -0.388, -3.580)  0.256
H (-5.240, -1.807, -3.159)  0.410
H (-4.757, -0.755, -4.506)  0.179
H (-1.822, -0.655, -2.973)  0.198
H (-1.436, -2.380, -2.837)  0.340
H (-1.036, -1.284, -1.497)  0.246
C (7.542, -2.959, 2.424)  -0.721
O (6.573, -1.953, 2.689)  -0.260
P (6.603, -1.262, 4.131)  0.976
O (7.827, -0.496, 4.438)  -0.713
O (6.305, -2.469, 5.146)  -0.346
C (5.188, -3.314, 4.906)  -0.677
O (5.248, -0.413, 4.142)  -0.158
C (5.009, 0.396, 5.291)  -1.005
H (7.919, -2.825, 1.410)  0.252
H (8.377, -2.915, 3.125)  0.356
H (7.063, -3.938, 2.494)  0.246
H (5.551, -4.319, 4.682)  0.284
H (4.573, -2.964, 4.075)  0.324
H (4.575, -3.352, 5.809)  0.266
H (5.283, -0.129, 6.208)  0.489
H (3.947, 0.632, 5.329)  0.291
H (5.578, 1.325, 5.214)  0.391
C (-6.918, -0.844, -9.581)  -0.884
O (-5.735, -0.219, -9.103)  0.410
P (-5.851, 0.668, -7.777)  0.524
O (-6.235, -0.068, -6.557)  -0.690
O (-6.861, 1.845, -8.185)  -0.313
C (-6.624, 2.577, -9.380)  -0.697
O (-4.428, 1.395, -7.713)  -0.270
C (-4.183, 2.221, -6.580)  -0.560
H (-6.675, -1.855, -9.908)  0.270
H (-7.692, -0.892, -8.813)  0.397
H (-7.293, -0.278, -10.436)  0.266
H (-7.439, 2.379, -10.079)  0.265
H (-5.677, 2.308, -9.852)  0.303
H (-6.611, 3.642, -9.144)  0.279
H (-5.065, 2.812, -6.326)  0.339
H (-3.365, 2.901, -6.821)  0.249
H (-3.894, 1.604, -5.727)  0.137
C (-3.784, -1.258, -11.845)  -0.753
O (-2.502, -1.870, -11.810)  -0.257
P (-2.452, -3.468, -11.784)  0.979
O (-3.001, -4.137, -12.980)  -0.713
O (-3.190, -3.855, -10.412)  -0.301
C (-2.787, -3.219, -9.206)  -0.565
O (-0.909, -3.767, -11.484)  -0.225
C (-0.516, -5.133, -11.469)  -0.686
H (-3.754, -0.418, -12.540)  0.341
H (-4.562, -1.956, -12.161)  0.348
H (-4.021, -0.881, -10.848)  0.234
H (-3.614, -2.608, -8.839)  0.112
H (-1.910, -2.584, -9.344)  0.346
H (-2.556, -3.985, -8.463)  0.295
H (-1.260, -5.751, -10.960)  0.316
H (0.430, -5.212, -10.931)  0.234
H (-0.376, -5.490, -12.490)  0.282
C (5.249, 4.646, -8.699)  -0.679
O (4.604, 3.995, -9.786)  -0.387
P (3.383, 3.022, -9.441)  1.139
O (2.210, 3.676, -8.828)  -0.698
O (4.047, 1.872, -8.541)  -0.176
C (5.222, 1.221, -9.005)  -0.775
O (3.103, 2.294, -10.838)  -0.333
C (2.001, 1.397, -10.881)  -0.660
H (5.459, 5.678, -8.982)  0.259
H (4.634, 4.641, -7.797)  0.342
H (6.194, 4.138, -8.494)  0.244
H (6.045, 1.463, -8.330)  0.269
H (5.492, 1.524, -10.019)  0.357
H (5.057, 0.143, -8.990)  0.278
H (1.955, 0.789, -9.974)  0.294
H (2.130, 0.735, -11.738)  0.252
H (1.072, 1.956, -10.998)  0.281

- SMILES: O=COCCCCC1=CC(=O)C(CCCCS(=O)(=O)O)=C(Br)C1=O.COP(=O)(OC)OC.COP(=O)(OC)OC.COP(=O)(OC)OC.COP(=O)(OC)OC.COP(=O)(OC)OC.COP(=O)(OC)OC.COP(=O)(OC)OC
- M: 1403.81 g/mol
- E_HOMO: -0.361 Ha
- 2S+1: 1
- HOMO-LUMO gap: 8.33 eV